1.
{"formula": "C12H15N2S", "method": "wB97M-V/def2-TZVPD", "charge": 1, "total_energy_ha": -973.58177, "mol_weight_g_mol": 219.33, "homo_energy_ha": -0.477, "species": ["C", "C", "C", "C", "C", "C", "C", "C", "C", "C", "C", "C", "N", "N", "S", "H", "H", "H", "H", "H", "H", "H", "H", "H", "H", "H", "H", "H", "H", "H"], "coordinates": [[-0.77450, 2.83175, 3.07997], [-0.70441, 1.44382, 2.85955], [-0.28205, 3.59462, 2.04115], [-0.36037, 0.85234, 1.72528], [0.04234, 3.00875, 0.85437], [0.01857, 1.60048, 0.65901], [0.45864, 1.14698, -0.50949], [1.10264, 0.23602, -2.12560], [0.04115, -2.56131, -2.15306], [0.90898, -2.32977, 0.19259], [-1.49025, -1.73751, -0.42842], [-0.00849, -1.74764, -0.89751], [0.98977, 1.58272, -1.60794], [0.44807, -0.33373, -1.11751], [1.87068, -0.23470, -3.50640], [-0.97605, 3.18632, 4.01336], [-0.82713, 0.80607, 3.74293], [-0.25694, 4.68890, 2.13163], [-0.32339, -0.31611, 1.58588], [0.10355, 3.69693, 0.01158], [0.04919, -3.59296, -1.97028], [-0.76349, -2.38174, -2.77505], [0.94283, -2.21407, -2.72329], [0.77439, -1.92114, 1.21596], [2.04637, -2.18113, -0.07137], [0.73949, -3.37484, 0.24477], [-1.63114, -1.06087, 0.55347], [-2.12894, -1.21412, -1.15585], [-1.91081, -2.59063, -0.06352], [1.90131, 1.11655, -3.80621]], "forces_ev_per_angstrom": [[1.997, -2.303, -2.782], [-1.035, 0.301, 4.106], [-0.850, 1.476, 0.595], [0.535, -4.730, -1.336], [-0.389, 0.377, -1.429], [-0.636, 3.837, 2.097], [0.868, -3.798, -5.324], [-1.848, 1.194, 2.886], [2.704, 1.923, -0.514], [2.164, 0.972, -0.213], [0.767, 5.283, 1.691], [-0.762, 0.086, 2.291], [0.984, 0.749, -0.401], [-0.215, -0.552, -0.215], [0.277, 1.230, -1.042], [-0.814, 1.076, 2.270], [-0.437, 0.185, -0.398], [0.024, -0.528, -0.149], [-0.024, 2.688, 0.794], [0.738, -0.436, -0.041], [0.406, -1.402, 0.445], [-1.818, 0.624, -1.276], [-0.580, -1.228, 0.356], [-0.075, -0.066, -0.757], [-2.166, -0.264, 0.361], [-0.125, -1.085, 0.182], [0.490, -1.250, -2.198], [0.154, -0.552, 0.017], [-0.738, -2.946, 0.207], [0.403, -0.862, -0.221]]}

=====

2.
{"formula": "C39H42AuN3O2P2S", "method": "wB97M-V/def2-TZVPD", "spin_multiplicity": 3, "s_squared": 2.0158, "charge": 2, "total_energy_ha": -3042.04512, "mol_weight_g_mol": 875.77, "homo_energy_ha": [-0.484, -0.483], "species": ["Au", "C", "C", "N", "C", "C", "C", "S", "N", "C", "O", "C", "C", "C", "C", "C", "C", "H", "H", "H", "H", "H", "H", "H", "H", "H", "H", "H", "H", "H", "H", "H", "C", "P", "C", "C", "C", "C", "C", "C", "C", "C", "C", "C", "C", "C", "P", "C", "C", "C", "C", "C", "C", "C", "C", "C", "C", "C", "C", "H", "H", "H", "H", "H", "H", "H", "H", "H", "H", "H", "H", "H", "H", "H", "H", "H", "H", "H", "H", "H", "H", "C", "C", "N", "O", "H", "H", "H", "H", "H"], "coordinates": [[-0.16624, 0.63858, 1.12268], [3.93719, 0.83350, 3.78150], [4.02211, 1.89780, 2.68906], [3.78300, 1.35915, 1.33279], [4.93196, 0.91886, 0.52870], [5.49448, 2.02188, -0.34301], [2.61922, 1.65614, 0.63638], [1.30615, 2.29595, 1.59172], [2.54084, 1.33846, -0.63447], [1.63193, 1.60512, -1.59481], [0.43468, 1.89945, -1.54154], [2.22477, 1.49345, -2.99374], [3.35728, 0.75951, -3.24110], [3.78951, 0.59322, -4.53733], [3.02255, 1.02403, -5.62239], [1.89902, 1.78995, -5.35506], [1.54718, 2.07850, -4.06975], [4.07199, 1.20596, 4.80316], [4.70182, 0.08155, 3.55508], [2.97054, 0.30905, 3.62205], [4.97917, 2.43503, 2.69247], [3.24316, 2.64397, 2.85091], [4.58151, 0.05873, -0.02982], [5.64603, 0.47762, 1.25410], [4.95298, 2.16676, -1.25923], [6.58019, 1.82133, -0.58804], [5.46677, 3.00989, 0.17696], [3.95608, 0.30382, -2.41929], [4.69307, 0.08679, -4.75650], [3.26102, 0.82293, -6.62104], [1.24694, 2.14077, -6.16882], [0.69479, 2.72577, -3.88758], [-2.06620, -2.02160, 0.51368], [-2.23339, -0.16412, 0.68136], [-3.24469, 0.21652, -0.75763], [-4.59899, 0.59180, -0.68706], [-5.49691, 0.20434, -1.66671], [-5.03723, -0.53680, -2.74054], [-3.67588, -0.73040, -2.93810], [-2.75612, -0.31103, -2.00700], [-3.40694, 0.00187, 2.03732], [-4.59364, -0.73290, 2.01487], [-5.59630, -0.45506, 2.96507], [-5.39166, 0.52453, 3.94222], [-4.21340, 1.25522, 3.94461], [-3.24059, 0.98751, 3.00442], [-0.80121, -2.67187, -0.67113], [-1.25538, -4.46739, -0.67714], [-1.28453, -5.02133, -1.96792], [-1.86110, -6.28873, -2.14679], [-2.26948, -7.02621, -1.01618], [-2.24575, -6.45024, 0.23987], [-1.79322, -5.15015, 0.40754], [0.68521, -2.68268, 0.33650], [1.86729, -2.80965, -0.43577], [3.08083, -2.71759, 0.21271], [3.14249, -2.53397, 1.57947], [1.97043, -2.54926, 2.35157], [0.73152, -2.60772, 1.73721], [-3.07956, -2.28109, 0.14698], [-2.00656, -2.40535, 1.55366], [-4.92696, 1.21729, 0.18678], [-6.56626, 0.53539, -1.57252], [-5.77607, -0.99544, -3.39469], [-3.32781, -1.12577, -3.91150], [-1.68585, -0.46569, -2.20331], [-4.84126, -1.44247, 1.22266], [-6.50027, -1.10571, 2.92002], [-6.22689, 0.74695, 4.62300], [-4.01180, 2.01346, 4.69857], [-2.43077, 1.66567, 2.93895], [-0.93481, -4.44575, -2.80968], [-1.91364, -6.66263, -3.14014], [-2.62280, -8.06616, -1.09375], [-2.68080, -6.93899, 1.14092], [-1.76109, -4.66151, 1.34276], [1.74133, -3.06590, -1.46882], [3.95848, -2.80397, -0.38132], [4.11662, -2.34956, 2.07067], [2.05077, -2.43858, 3.45800], [-0.14898, -2.67338, 2.41240], [0.54022, 6.32632, 0.06512], [-0.50546, 5.97006, 1.10507], [-1.03588, 6.87901, 1.93069], [-0.85282, 4.79010, 1.18243], [0.54300, 7.39466, -0.20080], [0.23071, 5.66567, -0.74859], [1.51291, 5.88179, 0.32232], [-0.86983, 7.87899, 1.89986], [-1.82472, 6.61600, 2.47380]], "forces_ev_per_angstrom": [[-0.556, 0.547, -0.145], [-0.200, -0.725, -1.075], [-0.156, 0.221, -0.108], [-1.539, 0.976, -0.772], [0.008, -0.680, 0.881], [1.739, 0.701, 0.430], [1.943, -1.512, -0.597], [-0.072, 0.950, 0.116], [0.936, 0.233, 2.131], [-0.929, 0.665, -2.324], [0.659, -0.328, 1.459], [-0.766, 0.384, 0.676], [1.266, -0.581, 0.766], [-0.496, -0.067, -1.217], [-0.295, 0.503, 1.817], [-0.424, 0.112, -1.169], [-0.695, 0.061, 1.006], [-0.165, -0.014, -0.381], [0.048, 0.065, 0.354], [0.372, 0.340, 0.588], [-0.141, -0.214, -0.070], [0.077, 0.207, 0.193], [0.003, -0.044, -0.488], [-0.117, 0.618, -0.366], [-0.284, -0.190, -0.381], [-1.210, 0.168, 0.211], [0.108, -0.757, -0.150], [-0.668, 0.496, -0.650], [0.761, -0.569, 0.030], [0.629, -0.379, -1.200], [0.536, -0.041, 0.345], [0.036, -0.216, 0.139], [-1.378, 0.772, -0.362], [-0.443, -0.680, 0.233], [0.369, -0.560, -1.876], [0.705, 0.786, 1.493], [-0.882, 0.710, 0.016], [-0.796, -0.292, 0.038], [0.275, 0.041, -1.416], [-0.289, 0.103, 1.448], [-0.169, -0.026, -0.028], [-0.876, 0.233, 0.597], [0.294, -1.015, -0.441], [-0.949, -0.220, -0.218], [-0.130, -0.134, 0.533], [-0.391, -0.042, -0.373], [-0.656, -1.249, 3.488], [-0.299, 0.117, -2.477], [-0.833, -0.747, 0.697], [0.748, 0.407, 1.339], [-0.112, -0.345, -0.809], [-0.559, 0.270, 1.107], [0.730, 0.283, -0.689], [-0.169, 0.109, -1.049], [-0.623, -0.149, 1.401], [-0.171, -0.121, -0.626], [0.375, 0.404, 0.714], [0.246, 0.386, 0.736], [-0.097, 0.239, 1.020], [0.607, -0.378, -0.022], [0.385, 0.018, -0.690], [0.188, -0.968, -0.904], [1.197, -0.617, -0.182], [0.306, 0.308, -0.220], [-0.247, 0.028, 0.782], [-0.364, 0.206, 0.230], [0.293, 0.074, 0.287], [0.641, 0.934, 0.220], [0.668, -0.104, -0.147], [-0.250, -0.055, -0.224], [1.035, 0.335, 0.069], [0.013, -0.042, -0.207], [-0.130, -0.544, -0.522], [0.087, 0.681, -0.233], [0.567, 0.106, -0.937], [-0.261, 0.127, 1.089], [0.389, 0.239, -0.541], [0.745, 0.003, -0.199], [-0.676, -0.363, -0.333], [-0.161, -0.302, -1.028], [0.562, 0.308, -0.887], [-0.553, -0.294, 0.054], [0.412, -1.251, -0.140], [0.211, 1.460, -0.040], [0.012, 0.046, 0.178], [0.372, -0.556, 0.003], [-0.035, 0.580, -0.402], [-0.159, 0.700, 0.339], [0.234, -0.451, -0.314], [-0.418, -0.438, 0.380]]}

=====

3.
{"formula": "Cl3O3P", "method": "wB97M-V/def2-TZVPD", "charge": 0, "total_energy_ha": -1947.49762, "mol_weight_g_mol": 185.33, "homo_energy_ha": [-0.399, -0.353], "species": ["O", "O", "O", "P", "Cl", "Cl", "Cl"], "coordinates": [[-1.18450, 0.88393, 1.35852], [-0.70458, -2.08954, -0.69882], [0.49851, 1.47422, -0.36913], [-0.00296, 0.36414, 0.70121], [-2.04414, -1.90226, -1.52928], [1.88657, 1.33399, -1.34868], [1.55110, -0.06447, 1.88619]], "forces_ev_per_angstrom": [[-0.792, 0.258, 0.472], [-0.070, 0.412, 0.045], [0.505, 0.397, -0.590], [0.329, -0.736, -0.854], [0.217, -0.026, 0.157], [-0.577, -0.245, 0.615], [0.389, -0.060, 0.155]]}

=====

4.
{"formula": "C42H35AlF3N5P2S", "method": "wB97M-V/def2-TZVPD", "charge": 2, "total_energy_ha": -3517.88758, "mol_weight_g_mol": 787.77, "homo_energy_ha": -0.508, "species": ["Al", "F", "C", "F", "F", "C", "C", "C", "C", "N", "C", "S", "H", "H", "H", "C", "N", "P", "C", "C", "C", "C", "C", "C", "C", "C", "C", "C", "C", "C", "P", "C", "C", "C", "C", "C", "C", "C", "C", "C", "C", "C", "C", "H", "H", "H", "H", "H", "H", "H", "H", "H", "H", "H", "H", "H", "H", "H", "H", "H", "H", "H", "H", "H", "H", "H", "C", "C", "N", "C", "C", "C", "C", "C", "C", "C", "C", "N", "C", "N", "H", "H", "H", "H", "H", "H", "H", "H", "H"], "coordinates": [[0.07475, 0.18161, -0.04347], [4.60308, -1.44606, -1.47346], [4.22930, -2.35883, -0.56629], [5.32981, -2.89654, -0.04186], [3.55644, -3.32460, -1.20754], [3.37257, -1.72432, 0.50513], [3.74004, -1.76475, 1.83658], [2.93634, -1.18148, 2.81564], [1.77525, -0.56371, 2.42520], [1.42357, -0.51140, 1.12867], [2.18016, -1.08674, 0.15903], [1.47048, -0.92814, -1.44015], [4.66166, -2.26001, 2.11381], [3.20975, -1.21255, 3.86040], [1.10113, -0.10486, 3.13346], [-4.27451, -0.23312, -1.03637], [-3.00526, -0.06930, -0.31006], [-2.10448, 1.33846, -0.32818], [-2.94494, 2.64326, 0.56445], [-3.93758, 3.39817, -0.06960], [-4.64871, 4.34400, 0.65083], [-4.37118, 4.54398, 1.99805], [-3.38844, 3.79500, 2.63162], [-2.68129, 2.84194, 1.91885], [-1.83038, 1.85674, -2.03255], [-1.58540, 3.19009, -2.36118], [-1.17213, 3.51982, -3.64335], [-0.98915, 2.52673, -4.59690], [-1.21931, 1.19632, -4.27194], [-1.63560, 0.85945, -2.99284], [-1.95444, -1.32043, 0.23646], [-2.59146, -2.88846, -0.32030], [-3.62341, -3.53928, 0.36071], [-4.11250, -4.73640, -0.13207], [-3.57132, -5.28620, -1.28900], [-2.53841, -4.64744, -1.96113], [-2.04517, -3.44555, -1.47872], [-2.14700, -1.29169, 2.04838], [-3.17827, -0.59709, 2.67745], [-3.29098, -0.61981, 4.06117], [-2.38150, -1.34300, 4.81995], [-1.35680, -2.04674, 4.19878], [-1.23939, -2.02155, 2.81826], [-5.02206, 0.44696, -0.62709], [-4.63401, -1.25149, -0.90902], [-4.15057, -0.03327, -2.10082], [-4.15603, 3.24874, -1.12025], [-5.42015, 4.92418, 0.16264], [-4.92742, 5.28598, 2.55603], [-3.16392, 3.94727, 3.67986], [-1.93625, 2.25249, 2.43884], [-1.71866, 3.97091, -1.62187], [-1.00037, 4.55672, -3.90155], [-0.67404, 2.78999, -5.59795], [-1.08446, 0.42249, -5.01599], [-1.82343, -0.18212, -2.75182], [-4.03040, -3.12004, 1.27225], [-4.91084, -5.24769, 0.38861], [-3.95424, -6.22663, -1.66292], [-2.11407, -5.08839, -2.85269], [-1.22713, -2.94917, -1.98963], [-3.89185, -0.03716, 2.08620], [-4.09638, -0.08223, 4.54458], [-2.47746, -1.37278, 5.89789], [-0.65940, -2.62502, 4.79175], [-0.45289, -2.59574, 2.34001], [2.14629, 3.70655, -1.38089], [1.70650, 2.40696, -1.23843], [0.93697, 2.03208, -0.20490], [0.60400, 2.95167, 0.71533], [1.00563, 4.28302, 0.65406], [1.78330, 4.65501, -0.44254], [0.52450, 5.26149, 1.65136], [0.33581, 5.02226, 2.94776], [0.74664, 3.78909, 3.65755], [2.08022, 3.39621, 3.69762], [2.36690, 2.23004, 4.38438], [1.41883, 1.49864, 4.97256], [0.18201, 1.97839, 4.89932], [-0.20707, 3.08557, 4.27602], [2.75984, 3.96773, -2.23175], [1.95438, 1.63932, -1.95882], [-0.03835, 2.61931, 1.52157], [2.10092, 5.68449, -0.55614], [0.26080, 6.23756, 1.25886], [-0.13392, 5.78132, 3.56392], [2.85686, 3.98408, 3.22867], [3.38662, 1.87005, 4.46844], [-0.59540, 1.39899, 5.38757]], "forces_ev_per_angstrom": [[-0.118, 0.422, -0.342], [0.004, -0.024, -0.008], [-0.021, -0.033, -0.017], [0.008, -0.013, -0.011], [0.043, 0.068, 0.033], [-0.042, -0.012, 0.002], [0.044, -0.016, -0.035], [-0.039, 0.021, 0.017], [0.052, -0.027, -0.048], [-0.098, -0.208, 0.133], [-0.067, -0.006, 0.003], [0.009, -0.086, 0.044], [-0.010, 0.006, -0.006], [-0.018, 0.000, -0.007], [0.004, 0.006, 0.024], [-0.126, -0.003, 0.242], [0.331, -0.277, -0.408], [0.159, 0.110, 0.055], [-0.082, 0.018, -0.115], [0.004, -0.013, -0.009], [0.013, -0.008, 0.012], [-0.003, -0.003, 0.002], [-0.011, 0.036, 0.055], [0.016, -0.030, 0.024], [-0.073, 0.012, -0.025], [0.023, 0.016, 0.013], [0.006, 0.012, -0.004], [-0.002, 0.001, -0.004], [-0.005, -0.005, 0.001], [0.018, 0.006, -0.019], [-0.017, 0.269, 0.799], [0.104, -0.025, -0.203], [0.046, -0.004, -0.001], [-0.002, -0.012, -0.007], [-0.012, -0.018, -0.001], [-0.003, 0.016, -0.002], [-0.020, -0.002, -0.004], [-0.219, -0.184, -0.097], [0.074, 0.083, -0.056], [0.008, -0.003, 0.007], [-0.024, 0.010, 0.036], [0.029, -0.015, -0.002], [0.035, -0.032, 0.004], [-0.009, 0.007, -0.008], [-0.001, -0.005, -0.016], [0.011, 0.005, 0.007], [0.009, -0.002, 0.001], [0.006, -0.003, 0.000], [0.009, -0.005, -0.006], [-0.005, 0.002, -0.032], [0.016, -0.033, 0.002], [-0.014, -0.010, 0.002], [0.000, -0.012, 0.001], [-0.001, 0.000, 0.011], [0.000, 0.010, 0.002], [-0.011, -0.005, 0.013], [-0.004, 0.012, 0.013], [0.005, 0.003, -0.002], [0.006, 0.007, -0.001], [-0.003, -0.002, 0.002], [0.007, -0.006, 0.011], [-0.020, 0.019, 0.001], [0.005, -0.008, -0.007], [-0.001, 0.013, -0.018], [-0.012, 0.013, -0.020], [0.025, -0.013, -0.034], [0.071, 0.057, -0.066], [-0.002, -0.107, -0.034], [-0.060, 0.039, 0.089], [0.091, 0.148, -0.083], [-0.112, -0.224, 0.026], [-0.022, 0.047, 0.068], [-0.032, -0.060, 0.054], [0.003, 0.066, -0.072], [0.048, -0.045, 0.011], [-0.025, -0.035, 0.056], [-0.061, 0.030, 0.030], [0.060, 0.018, -0.009], [0.007, -0.073, -0.006], [0.000, 0.059, -0.077], [-0.016, 0.002, 0.006], [-0.007, 0.024, 0.024], [-0.003, 0.003, -0.027], [-0.004, -0.001, 0.011], [-0.010, -0.013, 0.000], [0.036, 0.015, -0.012], [-0.007, 0.011, 0.008], [-0.012, -0.021, -0.004], [0.020, 0.020, 0.011]]}